Molecular formula: C19H19N2
Method: DFT, wB97M-V/def2-TZVPD

Last column: Mulliken charge in e.
CARTESIAN COORDINATES (ANGSTROEM)
1 C 0.359438 0.155832 -1.130353  -0.077
2 C 0.808588 1.431691 -1.598104  0.907
3 C 0.160563 2.094558 -2.677245  -0.282
4 C 0.598326 3.342705 -3.108803  -0.659
5 C 1.683770 3.979223 -2.480038  -0.349
6 C 2.341741 3.332691 -1.421378  -0.676
7 C 1.911207 2.084958 -0.976409  -0.412
8 C 1.114019 -0.711828 -0.350089  -0.414
9 C 0.635002 -1.944793 0.076568  -0.221
10 C 1.279377 -2.781663 1.037921  0.885
11 C 0.824830 -4.114603 1.259659  -0.391
12 C 1.437006 -4.934781 2.201897  -0.583
13 C 2.523555 -4.462650 2.962547  -0.348
14 C 2.986719 -3.152567 2.756684  -0.649
15 C 2.373267 -2.317481 1.825003  -0.425
16 H -0.667874 -0.127928 -1.365361  0.100
17 H -0.692444 1.601929 -3.149383  0.345
18 H 0.092445 3.840344 -3.937106  0.388
19 H 2.016581 4.967292 -2.805231  0.391
20 H 3.188698 3.810361 -0.922545  0.379
21 H 2.382710 1.610014 -0.111503  0.399
22 H 2.128181 -0.402117 -0.079849  0.454
23 H -0.293856 -2.305535 -0.367938  0.350
24 H -0.033067 -4.470228 0.683300  0.360
25 H 1.070679 -5.951843 2.361921  0.377
26 H 3.004646 -5.105214 3.704152  0.387
27 H 3.827227 -2.773111 3.341904  0.379
28 H 2.698271 -1.281346 1.710925  0.372
29 C -3.815455 1.133696 -1.606028  -1.139
30 C -3.239113 1.122492 -0.251271  0.353
31 N -2.067296 0.681362 0.163923  0.017
32 C -2.012413 0.881622 1.533316  -0.421
33 C -3.198713 1.447266 1.953781  -0.603
34 N -3.956193 1.592806 0.811191  -0.074
35 H -3.080709 0.730963 -2.312144  0.175
36 H -4.729451 0.524888 -1.636299  0.359
37 H -4.086867 2.156903 -1.898170  0.322
38 H -1.151407 0.606471 2.121938  0.413
39 H -3.532511 1.732192 2.933193  0.405
40 H -4.889477 1.975429 0.745423  0.205

Forces on atoms 1 to 6 (eV/Å):
C -0.2774 -0.3891 -0.2018
C 0.5328 0.9347 -0.0489
C 0.0965 -0.1529 0.5029
C 0.1254 0.0503 0.0676
C -0.1465 -0.6653 0.1678
C -0.0669 -0.0961 0.1226

Computed properties:
- charge = +1
- lowest unoccupied orbital energy (eV) = -5.279
- HOMO energy (eV) = -11.24
- ΔE to the lowest compared entry with this formula, charge and spin (kJ/mol) = 127.99
- E_tot (hartree) = -844.6657
- spin multiplicity = 1
- HOMO-LUMO gap (eV) = 6.0